Density functional theory data (ωB97M-V with the def2-TZVPD basis set) for a cluster of 8 separate species, C47H93FIN3O10S in total at a distorted geometry.

XYZ file:
```
156
Properties=species:S:1:pos:R:3:mulliken_charge:R:1
C -4.766 -0.041 0.885 -0.105
C -4.312 0.714 -0.421 -0.794
C -2.851 0.318 -0.922 -0.837
N -1.941 -0.087 0.153 1.147
N -1.768 0.844 1.177 -0.509
C -1.564 2.039 0.810 0.187
S -1.193 3.573 0.333 -0.240
C -0.694 -0.739 -0.334 -0.088
C 0.572 -0.522 0.612 -1.101
C 0.510 -1.127 2.050 1.752
C 1.956 -0.955 2.720 -0.908
C 2.910 -2.199 2.487 -0.320
C 3.673 -2.213 1.100 0.169
N 4.300 -0.919 0.716 -0.549
C -0.962 -2.239 -0.776 1.098
C 0.414 -3.079 -0.686 0.621
C 0.298 -4.511 -1.372 -0.631
C 1.429 -5.528 -0.877 -0.115
O 1.105 -6.877 -1.302 -0.465
C 0.297 -7.526 -0.308 -0.201
C -2.192 -2.953 -0.079 -1.007
C -2.253 -3.412 1.398 -0.410
C -2.474 -2.308 2.535 -0.381
I -0.839 -4.978 2.055 0.107
O -1.318 -2.454 -2.169 -0.433
C -0.965 -1.584 -3.157 0.827
F -1.709 -1.962 -4.326 -0.498
C 0.551 -1.583 -3.663 -0.703
C 1.367 -0.324 -3.180 1.032
C 2.786 -0.175 -3.885 -1.011
C 3.706 0.904 -3.182 0.393
C 3.732 2.295 -3.963 -0.449
O 4.412 3.292 -3.180 -0.337
C 3.504 4.091 -2.417 -0.019
C 3.321 3.594 -0.904 -0.827
H -4.166 0.277 1.790 -0.148
H -4.807 -1.156 0.800 0.205
H -5.824 0.301 1.114 0.171
H -4.408 1.831 -0.305 0.239
H -5.050 0.426 -1.231 0.433
H -3.012 -0.601 -1.567 0.412
H -2.417 1.087 -1.646 0.319
H -0.385 -0.046 -1.191 0.263
H 0.715 0.599 0.735 0.914
H 1.538 -0.834 0.111 -0.821
H 0.213 -2.203 2.136 -1.055
H -0.191 -0.521 2.701 -0.056
H 1.900 -0.778 3.828 0.388
H 2.427 -0.042 2.242 0.315
H 2.383 -3.188 2.618 -0.014
H 3.700 -2.159 3.299 0.360
H 4.482 -2.996 1.031 0.374
H 2.945 -2.463 0.266 -0.472
H 3.684 -0.347 0.141 0.127
H 4.534 -0.395 1.559 0.317
H 0.798 -3.184 0.360 -0.558
H 1.246 -2.549 -1.247 0.119
H 0.436 -4.430 -2.489 0.028
H -0.680 -5.027 -1.192 0.122
H 2.401 -5.264 -1.379 0.237
H 1.552 -5.497 0.242 0.071
H 0.121 -8.619 -0.547 0.279
H 0.793 -7.508 0.703 -0.022
H -0.710 -7.026 -0.315 0.160
H -2.408 -3.884 -0.692 0.617
H -3.105 -2.311 -0.282 0.199
H -3.219 -4.010 1.464 -0.004
H -2.785 -1.312 2.139 -0.429
H -3.328 -2.638 3.209 0.438
H -1.598 -2.260 3.243 0.310
H -1.233 -0.488 -3.039 -0.112
H 1.091 -2.540 -3.390 0.014
H 0.566 -1.564 -4.796 0.478
H 0.767 0.592 -3.470 0.260
H 1.498 -0.278 -2.065 -0.816
H 2.604 0.199 -4.940 0.278
H 3.298 -1.170 -3.977 0.500
H 4.771 0.544 -3.052 0.252
H 3.321 1.053 -2.127 -0.586
H 4.317 2.190 -4.925 0.189
H 2.693 2.596 -4.272 0.198
H 2.494 4.229 -2.904 0.176
H 3.955 5.129 -2.363 0.253
H 3.829 2.603 -0.721 0.215
H 2.204 3.479 -0.753 0.143
H 3.730 4.337 -0.158 0.337
C -2.774 0.959 4.781 -0.527
C -2.412 -0.081 5.809 0.776
C -2.266 0.377 7.236 -1.310
O -2.245 -1.242 5.499 -0.513
H -2.844 0.488 3.799 -0.135
H -3.740 1.405 5.026 0.392
H -2.002 1.730 4.745 0.317
H -3.210 0.798 7.590 0.322
H -1.472 1.123 7.308 0.328
H -2.005 -0.475 7.865 0.345
C -4.473 -6.097 3.747 -0.775
C -5.304 -6.146 2.493 0.895
C -6.123 -7.387 2.253 -1.222
O -5.314 -5.222 1.706 -0.544
H -3.937 -5.147 3.788 -0.010
H -5.118 -6.173 4.625 0.403
H -3.744 -6.910 3.742 0.260
H -6.841 -7.521 3.064 0.342
H -5.467 -8.257 2.183 0.327
H -6.669 -7.283 1.315 0.317
C 1.310 3.429 -8.531 -1.268
C 1.852 3.602 -7.137 0.819
C 2.305 4.982 -6.736 -0.822
O 1.921 2.668 -6.366 -0.450
H 1.023 2.387 -8.680 0.301
H 0.429 4.058 -8.669 0.339
H 2.077 3.689 -9.263 0.344
H 1.468 5.680 -6.795 0.338
H 3.116 5.311 -7.389 0.322
H 2.671 4.958 -5.709 0.055
C 3.330 -6.139 4.508 -1.154
C 2.707 -7.045 3.479 0.798
C 3.448 -8.307 3.127 -1.201
O 1.649 -6.767 2.954 -0.461
H 2.688 -5.270 4.661 0.236
H 3.434 -6.669 5.456 0.407
H 4.306 -5.797 4.159 0.331
H 3.557 -8.934 4.014 0.358
H 4.429 -8.061 2.718 0.355
H 2.883 -8.860 2.375 0.274
C 7.001 8.746 -1.156 -1.091
C 6.387 7.885 -2.229 0.846
C 7.140 6.647 -2.638 -1.050
O 5.328 8.178 -2.743 -0.561
H 6.352 9.600 -0.963 0.304
H 7.108 8.171 -0.234 0.307
H 7.975 9.112 -1.485 0.324
H 7.252 5.980 -1.781 0.304
H 8.120 6.921 -3.034 0.411
H 6.581 6.126 -3.417 0.219
C -5.891 4.142 2.690 -0.919
C -6.609 3.168 3.586 0.898
C -7.670 2.302 2.957 -0.824
O -6.344 3.083 4.767 -0.570
H -5.157 4.697 3.275 0.279
H -5.371 3.603 1.895 0.102
H -6.604 4.849 2.261 0.387
H -7.227 1.683 2.176 0.063
H -8.462 2.926 2.540 0.359
H -8.102 1.650 3.717 0.295
C -1.797 6.885 -1.765 -0.667
C -1.594 8.254 -1.169 0.827
C -0.178 8.754 -1.049 -1.077
O -2.534 8.926 -0.802 -0.553
H -2.863 6.656 -1.790 0.294
H -1.409 6.863 -2.785 0.311
H -1.292 6.136 -1.153 -0.046
H 0.281 8.813 -2.037 0.314
H 0.399 8.086 -0.406 0.289
H -0.183 9.749 -0.604 0.304
```

Output
E in hartree: -3558.795578
M in g/mol: 1038.2
LUMO level in eV: -0.509
Max |F| in eV Å⁻¹: 5.09
SMILES: CCCN(N=C=S)[C@@H](CCCCCN)[C@@](CCCOC)(C[C@H](C)I)O[C@H](F)CCCCCOCC.CC(C)=O.CC(C)=O.CC(C)=O.CC(C)=O.CC(C)=O.CC(C)=O.CC(C)=O